{"formula": "C28H25Cl4N5O4SSiSn", "method": "ωB97M-V/def2-TZVPD", "elements": ["Sn", "C", "C", "N", "N", "C", "O", "C", "C", "C", "C", "C", "C", "C", "C", "C", "C", "C", "N", "H", "H", "H", "H", "H", "H", "H", "H", "H", "H", "H", "H", "C", "C", "C", "C", "Cl", "C", "C", "C", "O", "C", "C", "O", "O", "H", "H", "H", "H", "H", "H", "H", "H", "Cl", "Si", "Cl", "Cl", "C", "C", "C", "C", "N", "C", "S", "N", "H", "H", "H", "H", "H"], "positions_angstrom": [[-1.29526, -0.75051, -0.10619], [3.78089, -1.37721, 1.15693], [2.30231, -1.45974, 0.91671], [1.57018, -0.42313, 0.82138], [2.08354, 0.79089, 0.68832], [1.69512, 1.82013, 1.30565], [1.01311, 1.77974, 2.49584], [1.94360, 3.16415, 0.78514], [1.50975, 4.28533, 1.49150], [1.67338, 5.55091, 0.95339], [2.27264, 5.70924, -0.28691], [2.70663, 4.59325, -0.99176], [2.54172, 3.32595, -0.46558], [1.65896, -2.78252, 0.79061], [2.43249, -3.93494, 0.92863], [1.84270, -5.18153, 0.82510], [0.48480, -5.25764, 0.58467], [-0.21711, -4.07066, 0.44839], [0.33465, -2.86810, 0.54920], [4.08029, -0.33356, 1.21015], [4.31884, -1.85334, 0.33534], [4.04818, -1.87003, 2.09212], [1.01699, 4.15911, 2.44519], [1.30528, 6.41536, 1.48924], [2.39765, 6.69878, -0.70630], [3.15863, 4.71835, -1.96676], [2.84882, 2.44599, -1.01191], [3.49041, -3.85910, 1.12842], [2.44206, -6.07489, 0.93524], [-0.01322, -6.21140, 0.49072], [-1.28101, -4.07960, 0.25365], [-3.80412, 4.34342, -4.96882], [-3.18203, 2.99758, -5.20472], [-3.41310, 2.28416, -6.36750], [-2.81441, 1.04839, -6.56604], [-3.09594, 0.19644, -8.05320], [-1.99547, 0.50252, -5.60029], [-1.74458, 1.21260, -4.43328], [-2.32656, 2.45573, -4.23492], [-2.11684, 3.24561, -3.14147], [-1.00448, 2.95570, -2.32478], [-1.15103, 1.70266, -1.45684], [-2.20123, 1.49580, -0.81948], [-0.14878, 0.92921, -1.40276], [-4.42331, 4.63936, -5.81360], [-3.03347, 5.09895, -4.81001], [-4.41553, 4.31980, -4.06601], [-4.07220, 2.69099, -7.12235], [-1.55001, -0.47154, -5.74233], [-1.10709, 0.75967, -3.68820], [-0.89436, 3.81587, -1.66102], [-0.09376, 2.84490, -2.92074], [0.71726, 2.35646, 5.29960], [1.01758, 0.96207, 3.88917], [2.77584, 0.00273, 4.14620], [-0.46072, -0.40343, 3.94295], [-3.76262, -3.32761, 2.09637], [-3.95678, -3.37055, 0.61119], [-4.94539, -4.13051, -0.00420], [-4.97162, -4.10976, -1.39044], [-4.10046, -3.43259, -2.12496], [-3.18437, -2.72516, -1.46921], [-1.97774, -1.84439, -2.33396], [-3.10096, -2.66667, -0.12327], [-4.70012, -3.09510, 2.60029], [-3.01312, -2.57826, 2.34207], [-3.42315, -4.30227, 2.45124], [-5.66627, -4.70031, 0.56367], [-5.71448, -4.66977, -1.94840]], "atomic_forces_ev_per_a": [[0.14, 0.88, 0.23], [-0.03, 0.01, -0.25], [0.46, 0.46, 0.24], [-1.05, -0.71, 0.18], [0.52, 0.72, -0.76], [0.06, -0.67, 0.69], [-0.23, 0.12, -0.48], [0.01, 0.47, -0.02], [-0.01, -0.14, -0.02], [-0.05, 0.09, -0.07], [0.01, -0.03, 0.06], [0.03, 0.05, -0.07], [-0.06, -0.07, 0.08], [-0.37, -0.65, 0.10], [0.05, 0.21, 0.08], [-0.08, -0.02, -0.01], [0.17, -0.07, 0.00], [-0.10, 0.02, 0.04], [0.54, 0.15, -0.16], [0.02, -0.04, 0.01], [0.09, -0.05, 0.06], [0.05, -0.02, -0.03], [0.03, 0.01, 0.02], [0.04, 0.01, 0.05], [-0.01, 0.00, -0.01], [0.03, -0.03, 0.00], [0.00, -0.01, -0.04], [0.01, 0.01, -0.02], [0.00, -0.03, -0.01], [-0.08, 0.02, -0.01], [0.00, -0.02, -0.05], [0.02, -0.08, 0.05], [0.03, 0.08, 0.05], [-0.03, -0.03, 0.10], [0.05, 0.04, 0.14], [-0.05, -0.10, -0.10], [-0.01, 0.01, -0.09], [0.00, 0.02, 0.12], [0.03, 0.01, -0.23], [-0.08, -0.02, 0.09], [0.19, -0.11, 0.03], [-0.12, 0.16, 0.16], [-0.18, -0.16, -0.21], [0.05, -0.55, 0.04], [-0.02, 0.00, 0.00], [-0.02, 0.02, 0.00], [-0.04, 0.07, 0.00], [0.02, 0.02, -0.05], [0.00, -0.02, -0.03], [0.06, 0.06, 0.01], [0.01, -0.06, 0.00], [-0.06, 0.03, -0.04], [-0.01, 0.16, 0.36], [-0.05, -0.10, -0.43], [0.24, 0.00, 0.12], [-0.18, -0.12, 0.00], [-0.08, 0.00, -0.09], [-0.07, -0.03, -0.08], [-0.04, 0.05, -0.07], [0.06, -0.01, 0.16], [0.04, 0.10, -0.29], [-0.23, -0.32, 0.38], [0.43, 0.35, -0.08], [-0.15, -0.14, -0.09], [0.01, 0.00, 0.05], [-0.01, 0.01, 0.07], [0.00, 0.01, 0.05], [0.02, -0.02, 0.04], [-0.04, -0.02, 0.06]], "e_tot_ev": -119723.3362, "de_lowest_kcal_mol": 11.70, "lumo_energy_ev": -0.569, "largest_force_ev_per_a": 1.28, "homo_lumo_gap_ev": 7.2, "charge": 0}